ORCA calculation (the ωB97M-V functional and the def2-TZVPD basis) on a cluster of 2 separate species, C6H14N2O2 in total at a distorted geometry.

Last column: natural (NBO) charge in e.
CARTESIAN COORDINATES (ANGSTROEM)
C1 0.62 -2.87 -0.69  -0.43
C2 -2.61 -1.10 0.16  -0.75
C3 -1.66 -2.23 0.08  0.68
O1 -1.91 -3.38 0.35  -0.61
N1 -0.32 -1.86 -0.17  -0.63
H1 -0.23 -0.97 -0.65  0.39
H2 1.61 -2.65 -0.28  0.19
H3 -3.30 -0.99 -0.68  0.24
H4 0.27 -3.75 -0.15  0.24
H5 0.67 -2.96 -1.78  0.19
H6 -3.13 -1.30 1.12  0.24
H7 -2.29 -0.11 0.46  0.27
C4 0.99 1.26 1.89  -0.72
C5 1.11 2.93 -1.46  -0.42
C6 0.51 1.50 0.50  0.69
O2 -0.59 1.16 0.10  -0.64
N2 1.43 2.07 -0.34  -0.63
H8 0.79 2.24 2.36  0.24
H9 2.38 2.02 -0.03  0.39
H10 1.65 2.67 -2.38  0.20
H11 0.52 0.41 2.39  0.25
H12 2.05 1.10 2.07  0.22
H13 0.06 2.89 -1.75  0.23
H14 1.37 3.93 -1.10  0.19

The charge is 0. The molar mass is 146.2 g/mol. The HOMO-LUMO gap comes out at 9.8 eV. The HOMO energy is -9.18 eV. Its multiplicity is 1. The value obtained for the total energy is -13524.275 eV. As for the LUMO energy: 0.5893 eV.